# 1
{
  "formula": "C2H4ClN",
  "method": "wB97M-V/def2-TZVPD",
  "elements": ["C", "C", "N", "Cl", "H", "H", "H", "H"],
  "positions_angstrom": [[-0.092, 0.458, -0.229], [0.045, -0.694, 0.615], [0.866, 0.970, -0.860], [-1.144, -0.819, 1.808], [-1.203, 0.686, -0.353], [-0.239, -1.741, -0.655], [1.108, -0.668, 1.060], [0.660, 1.808, -1.387]],
  "de_lowest_kj_mol": 274.84,
  "total_energy_ha": -593.4365,
  "gap_ev": 9.951
}

# 2
{
  "formula": "C20H24N2O3S",
  "method": "wB97M-V/def2-TZVPD",
  "elements": ["C", "C", "O", "C", "C", "C", "C", "C", "C", "O", "C", "C", "H", "H", "H", "H", "H", "H", "C", "H", "H", "S", "C", "N", "C", "C", "C", "C", "C", "N", "C", "O", "C", "H", "H", "H", "H", "H", "H", "C", "H", "H", "H", "H", "H", "H", "H", "H", "H", "H"],
  "positions_angstrom": [[1.784, -4.454, -0.711], [3.164, -3.819, -0.858], [3.105, -2.445, -1.180], [2.748, -1.527, -0.227], [2.617, -1.821, 1.127], [2.297, -0.847, 2.053], [2.122, 0.468, 1.653], [2.252, 0.771, 0.308], [2.532, -0.199, -0.645], [2.610, 0.271, -1.929], [2.208, -0.545, -3.016], [0.751, -0.986, -2.913], [0.096, -0.122, -2.821], [0.475, -1.546, -3.802], [0.607, -1.619, -2.040], [2.860, -1.417, -3.113], [2.346, 0.101, -3.888], [2.123, 1.784, -0.034], [1.711, 1.521, 2.626], [1.718, 2.513, 2.181], [2.310, 1.502, 3.536], [0.002, 1.199, 3.224], [-0.911, 1.422, 1.749], [-0.311, 2.011, 0.736], [-0.959, 2.178, -0.410], [-2.280, 1.767, -0.567], [-2.944, 1.166, 0.493], [-2.249, 0.977, 1.691], [-2.834, 0.344, 2.807], [-3.263, -0.192, 3.725], [-4.383, 0.728, 0.375], [-5.190, 1.145, 1.447], [-5.374, 2.537, 1.509], [-4.428, 3.068, 1.669], [-6.034, 2.719, 2.354], [-5.840, 2.915, 0.589], [-4.796, 1.089, -0.581], [-4.432, -0.366, 0.389], [-2.789, 1.921, -1.507], [-0.196, 2.833, -1.514], [0.613, 2.179, -1.837], [0.255, 3.756, -1.155], [-0.842, 3.050, -2.360], [2.180, -1.118, 3.092], [2.771, -2.829, 1.478], [3.689, -4.266, -1.707], [3.770, -3.984, 0.041], [1.891, -5.515, -0.503], [1.220, -4.332, -1.633], [1.226, -3.990, 0.099]],
  "de_lowest_kj_mol": 315.54,
  "smiles": "CCOc1ccc(CSc2nc(C)cc(COC)c2C#N)cc1OCC",
  "total_energy_ha": -1509.8955,
  "gap_ev": 8.298
}

# 3
{
  "formula": "C9H14O",
  "method": "wB97M-V/def2-TZVPD",
  "elements": ["C", "C", "H", "H", "H", "H", "H", "H", "C", "C", "C", "C", "C", "C", "C", "O", "H", "H", "H", "H", "H", "H", "H", "H"],
  "positions_angstrom": [[-1.340, -1.086, -2.268], [-2.133, -1.241, -3.604], [-0.835, -0.119, -2.359], [-2.060, -1.204, -1.469], [-0.515, -1.795, -2.220], [-2.828, -2.042, -3.376], [-1.461, -1.334, -4.456], [-2.575, -0.275, -3.838], [-0.779, 0.792, 3.354], [0.901, 1.075, -0.048], [-0.152, 0.946, 0.888], [2.082, 0.385, 0.130], [0.140, 0.548, 2.169], [2.386, -0.159, 1.407], [1.410, -0.041, 2.367], [3.163, 0.318, -0.713], [0.690, 1.646, -0.946], [-1.147, 1.313, 0.670], [2.953, 0.214, -1.643], [3.293, -0.726, 1.534], [-0.183, 1.523, 3.935], [-1.105, 0.015, 4.026], [1.691, -0.201, 3.409], [-1.593, 1.450, 3.049]],
  "de_lowest_kj_mol": 110.12,
  "smiles": "Cc1ccc(O)cc1.CC",
  "total_energy_ha": -426.5308,
  "gap_ev": 9.241
}

# 4
{
  "formula": "C40H64Ge2N5O2PSSiTi",
  "method": "wB97M-V/def2-TZVPD",
  "elements": ["Ti", "C", "Si", "C", "C", "C", "C", "C", "C", "N", "C", "S", "H", "H", "H", "H", "H", "H", "H", "H", "H", "H", "H", "H", "O", "C", "N", "P", "N", "C", "C", "C", "C", "C", "N", "C", "C", "C", "C", "C", "N", "C", "C", "C", "C", "C", "H", "H", "H", "H", "H", "H", "H", "H", "H", "H", "H", "H", "H", "H", "H", "H", "H", "H", "H", "H", "H", "H", "H", "H", "H", "H", "H", "H", "H", "H", "C", "Ge", "C", "C", "Ge", "C", "C", "C", "C", "C", "C", "C", "C", "C", "C", "C", "C", "H", "H", "H", "H", "H", "H", "H", "H", "H", "H", "H", "H", "H", "H", "H", "H", "H", "H", "H", "C", "O", "H", "H", "H"],
  "positions_angstrom": [[0.192, -1.119, 0.431], [5.296, -0.295, 2.410], [4.444, -0.788, 3.991], [5.244, -2.307, 4.712], [4.575, 0.641, 5.189], [2.591, -1.155, 3.814], [1.860, -1.232, 4.998], [0.498, -1.501, 5.002], [-0.135, -1.637, 3.786], [0.528, -1.568, 2.630], [1.861, -1.382, 2.642], [2.535, -1.460, 1.013], [6.303, 0.036, 2.674], [4.788, 0.527, 1.906], [5.380, -1.118, 1.703], [6.316, -2.163, 4.850], [5.102, -3.163, 4.049], [4.812, -2.563, 5.680], [5.621, 0.877, 5.383], [4.105, 0.438, 6.151], [4.105, 1.534, 4.772], [2.360, -1.084, 5.947], [-0.064, -1.589, 5.919], [-1.199, -1.822, 3.727], [-0.440, 2.182, 0.651], [0.592, 1.069, 1.099], [0.244, -0.361, -1.268], [0.752, 0.779, -2.231], [0.777, 2.302, -1.461], [1.972, 3.137, -1.273], [2.604, 3.076, 0.119], [1.681, 3.424, 1.289], [0.620, 2.418, 1.676], [-0.356, 2.712, -0.763], [-0.203, 1.042, -3.539], [-0.373, 2.327, -4.219], [-1.837, 2.566, -4.546], [-2.379, 1.416, -5.391], [-2.136, 0.079, -4.700], [-0.669, -0.084, -4.352], [2.287, 0.569, -2.767], [2.668, 0.616, -4.183], [2.909, -0.789, -4.723], [3.931, -1.532, -3.870], [3.524, -1.523, -2.401], [3.297, -0.095, -1.940], [1.687, 4.171, -1.496], [2.709, 2.838, -2.017], [3.427, 3.795, 0.125], [3.063, 2.098, 0.283], [1.199, 4.395, 1.130], [2.293, 3.559, 2.188], [0.134, 2.622, 2.626], [1.359, 1.100, 0.327], [-0.409, 3.795, -0.649], [-1.285, 2.307, -1.167], [0.199, 2.312, -5.159], [0.042, 3.123, -3.603], [-1.941, 3.515, -5.073], [-2.399, 2.644, -3.614], [-1.863, 1.417, -6.358], [-3.439, 1.556, -5.606], [-2.461, -0.753, -5.328], [-2.703, 0.035, -3.776], [-0.078, -0.100, -5.280], [-0.479, -1.016, -3.822], [3.586, 1.210, -4.263], [1.903, 1.133, -4.757], [3.241, -0.731, -5.761], [1.959, -1.333, -4.716], [4.903, -1.037, -3.972], [4.063, -2.553, -4.232], [4.288, -1.998, -1.782], [2.593, -2.081, -2.258], [4.229, 0.481, -2.020], [2.987, -0.051, -0.895], [-2.857, -4.040, 1.016], [-3.300, -2.498, -0.088], [-2.651, -2.613, -1.920], [-5.232, -2.233, -0.090], [-2.421, -0.441, 0.993], [-3.306, 1.069, 0.153], [-3.972, 0.828, -1.044], [-4.708, 1.821, -1.678], [-4.766, 3.090, -1.126], [-4.108, 3.351, 0.070], [-3.396, 2.348, 0.708], [-2.915, -0.382, 2.872], [-2.485, 0.655, 3.702], [-2.836, 0.694, 5.042], [-3.626, -0.314, 5.579], [-4.051, -1.359, 4.774], [-3.691, -1.395, 3.432], [-2.446, -4.824, 0.383], [-3.761, -4.416, 1.495], [-2.119, -3.802, 1.779], [-2.392, -3.649, -2.137], [-1.763, -1.995, -2.058], [-3.429, -2.293, -2.614], [-5.659, -3.058, -0.665], [-5.526, -1.293, -0.554], [-5.641, -2.270, 0.918], [-3.942, -0.163, -1.483], [-5.233, 1.601, -2.599], [-5.334, 3.870, -1.615], [-4.170, 4.335, 0.515], [-2.921, 2.573, 1.652], [-1.836, 1.433, 3.311], [-2.492, 1.506, 5.669], [-3.903, -0.287, 6.625], [-4.660, -2.151, 5.190], [-4.021, -2.236, 2.832], [0.459, -3.920, -0.568], [-0.152, -2.823, 0.062], [-0.015, -4.850, -0.247], [1.519, -3.945, -0.292], [0.369, -3.815, -1.654]],
  "de_lowest_kj_mol": 431.25,
  "s2": 0.7564,
  "spin_multiplicity": 2,
  "total_energy_ha": -8019.0689,
  "gap_ev": [7.959, 5.986],
  "charge": 1
}

# 5
{
  "formula": "C41H48F5N5O7",
  "method": "wB97M-V/def2-TZVPD",
  "elements": ["C", "C", "C", "C", "C", "C", "O", "C", "O", "C", "C", "O", "C", "O", "O", "C", "C", "C", "O", "O", "C", "F", "F", "C", "C", "C", "C", "C", "C", "F", "F", "F", "C", "H", "H", "H", "H", "H", "H", "H", "H", "H", "H", "H", "H", "H", "H", "H", "H", "H", "H", "H", "H", "H", "H", "H", "N", "C", "C", "C", "C", "H", "H", "H", "H", "H", "N", "C", "C", "C", "C", "H", "H", "H", "H", "H", "N", "C", "C", "C", "C", "H", "H", "H", "H", "H", "N", "C", "C", "C", "C", "H", "H", "H", "H", "H", "N", "C", "C", "C", "C", "H", "H", "H", "H", "H"],
  "positions_angstrom": [[0.354, 4.048, 4.383], [-0.887, 3.189, 4.669], [-0.745, 1.725, 4.243], [-1.410, 1.427, 2.845], [-2.910, 1.301, 3.160], [-3.844, 1.909, 2.128], [-4.154, 0.888, 1.177], [-5.153, 1.192, 0.293], [-6.282, 0.912, 0.538], [-4.734, 1.792, -1.015], [-3.832, 3.018, -0.921], [-1.040, 2.551, 2.022], [0.221, 2.300, 1.617], [0.951, 3.077, 1.121], [0.546, 1.004, 1.840], [-0.697, 0.271, 2.149], [-0.251, -0.875, 3.040], [-1.320, -1.628, 3.805], [-1.138, -1.918, 4.943], [-2.477, -1.959, 3.172], [-1.182, -0.120, 0.703], [-1.936, -1.252, 0.743], [-1.966, 0.871, 0.223], [-0.069, -0.362, -0.301], [0.614, -1.575, -0.334], [1.651, -1.814, -1.236], [2.017, -0.801, -2.122], [1.327, 0.409, -2.096], [1.749, 1.505, -3.045], [2.628, 2.338, -2.438], [2.390, 1.030, -4.122], [0.723, 2.251, -3.456], [0.287, 0.644, -1.201], [0.217, 4.524, 3.414], [0.494, 4.811, 5.139], [1.242, 3.436, 4.268], [-1.012, 3.176, 5.750], [-1.774, 3.651, 4.247], [-1.219, 1.071, 4.970], [0.311, 1.468, 4.253], [-3.109, 1.805, 4.097], [-3.208, 0.264, 3.280], [-3.434, 2.809, 1.678], [-4.772, 2.195, 2.628], [-5.647, 2.088, -1.521], [-4.252, 1.036, -1.632], [-4.316, 3.846, -0.413], [-2.875, 2.801, -0.456], [-3.617, 3.371, -1.926], [0.412, -0.489, 3.798], [0.315, -1.598, 2.459], [-2.485, -2.903, 2.975], [0.339, -2.352, 0.365], [2.153, -2.766, -1.215], [2.830, -0.969, -2.808], [-0.233, 1.586, -1.201], [-0.004, 7.834, 4.155], [-1.102, 8.131, 4.914], [-0.764, 9.155, 5.758], [0.592, 9.490, 5.494], [1.032, 8.658, 4.499], [0.037, 7.118, 3.453], [-2.025, 7.591, 4.790], [-1.415, 9.613, 6.483], [1.176, 10.254, 5.979], [1.987, 8.582, 4.010], [5.460, 0.704, -4.284], [6.121, -0.445, -3.944], [7.073, -0.680, -4.900], [6.984, 0.372, -5.852], [5.981, 1.209, -5.442], [4.707, 1.114, -3.763], [5.859, -0.994, -3.056], [7.757, -1.512, -4.916], [7.588, 0.498, -6.734], [5.595, 2.117, -5.873], [1.805, -6.205, -0.374], [2.512, -7.313, -0.751], [3.633, -7.383, 0.032], [3.600, -6.274, 0.920], [2.460, -5.568, 0.646], [0.939, -5.907, -0.784], [2.159, -7.954, -1.541], [4.393, -8.144, -0.024], [4.329, -6.025, 1.672], [2.060, -4.671, 1.087], [-2.392, -2.184, -4.216], [-2.919, -2.541, -3.000], [-2.041, -2.143, -2.031], [-0.943, -1.516, -2.683], [-1.189, -1.554, -4.028], [-2.823, -2.355, -5.106], [-3.867, -3.047, -2.935], [-2.167, -2.283, -0.970], [-0.071, -1.088, -2.215], [-0.615, -1.192, -4.864], [-1.153, -5.382, -4.208], [-1.728, -6.169, -3.250], [-0.926, -7.266, -3.070], [0.179, -7.130, -3.953], [0.010, -5.957, -4.639], [-1.529, -4.512, -4.540], [-2.653, -5.883, -2.780], [-1.110, -8.074, -2.382], [1.003, -7.814, -4.070], [0.615, -5.485, -5.393]],
  "smiles": "CCC[C@@]1(CCOC(=O)CC)OC(=O)O[C@]1(CC(=O)O)C(F)(F)c1cccc(C(F)(F)F)c1.c1cc[nH]c1.c1cc[nH]c1.c1cc[nH]c1.c1cc[nH]c1.c1cc[nH]c1",
  "total_energy_ha": -2890.8749,
  "gap_ev": 8.229
}